Formula: C11H27N2O6
Source: OMol25
Level of theory: ωB97M-V/def2-TZVPD

Last column: natural (NBO) charge in e.
Positions of all 46 atoms, in Å:
H1 -0.558 -1.107 1.100  0.1826
H2 -2.931 2.218 -4.743  0.1700
C1 1.821 -2.880 2.361  -0.1052
H3 0.532 2.470 1.994  0.3320
C2 -2.784 3.238 -4.374  -0.0857
H4 -0.967 3.554 -0.882  0.1780
C3 -2.110 1.804 1.598  -0.6899
H5 0.304 3.282 -5.471  0.1843
O1 -0.494 -0.902 3.124  -0.4461
O2 -1.570 3.778 -4.875  -0.5547
H6 -3.821 2.906 -2.540  0.1791
H7 -0.981 2.286 -6.189  0.1559
H8 1.299 -3.852 -0.729  0.1813
H9 -0.198 1.789 3.256  0.2870
C4 -1.039 -0.434 1.802  -0.1649
H10 0.007 2.246 -1.552  0.2186
C5 4.479 -4.491 1.258  -0.2502
H11 -2.682 4.263 -2.484  0.1710
C6 -0.724 3.011 -1.800  -0.2593
O3 -1.881 2.362 -2.309  -0.5467
C7 -0.769 1.004 1.436  -0.2804
H12 4.599 -5.522 0.925  0.1788
H13 1.532 -1.910 2.768  0.2373
O4 3.645 -4.505 2.396  -0.5594
N1 -1.138 -0.424 4.237  0.3411
H14 5.468 -4.085 1.506  0.1570
H15 3.920 -2.445 2.409  0.1725
H16 -2.109 -0.637 1.740  0.1578
H17 3.277 -3.169 3.892  0.1798
H18 0.086 -3.983 0.561  0.1705
H19 4.041 -3.904 0.447  0.1827
H20 1.121 -3.627 2.745  0.1690
C8 1.160 -3.938 0.349  -0.2494
H21 1.637 -4.860 0.697  0.1647
N2 0.250 1.567 2.354  -0.8714
O5 1.734 -2.795 0.943  -0.5467
H22 -2.577 1.929 0.622  0.1888
H23 -3.599 3.860 -4.762  0.1721
H24 -2.809 1.297 2.270  0.1646
C9 -2.830 3.246 -2.862  -0.0843
C10 3.230 -3.199 2.799  -0.0880
H25 -1.858 2.802 1.957  0.1720
C11 -0.644 2.784 -5.271  -0.2529
H26 -0.302 3.698 -2.542  0.1521
H27 -0.496 2.040 -4.486  0.1910
O6 -2.272 -0.765 4.322  -0.3565

The total charge is -1. Its HOMO-LUMO gap is 4.57 eV.

Formula: C11H27N5O22S3
Source: OMol25
Level of theory: ωB97M-V/def2-TZVPD

Last column: natural (NBO) charge in e.
Positions of all 68 atoms, in Å:
S1 -3.589 -5.710 -2.745  2.4641
O1 -0.307 -4.048 2.006  -0.3262
H1 4.966 1.255 -3.277  0.1993
O2 3.283 -0.031 -5.529  -0.6661
H2 1.109 2.377 -0.752  0.2569
H3 -1.310 -3.219 -2.008  0.2254
O3 3.915 0.328 5.407  -0.3982
O4 -1.420 5.622 0.261  -0.6526
S2 2.454 -0.299 -4.103  2.4459
N1 0.101 -3.426 2.914  0.5371
O5 -3.285 -0.562 1.198  -0.3967
N2 3.046 -0.373 4.788  0.5222
O6 -3.401 4.270 0.509  -0.6788
H4 -3.696 2.018 3.034  0.2427
C1 4.343 0.835 -5.319  -0.1122
H5 0.786 -5.223 3.686  0.2324
O7 1.073 -2.310 -0.313  -0.3832
O8 -2.756 -6.834 -3.046  -0.8872
O9 2.902 2.842 1.698  -0.3811
O10 3.881 -0.495 -3.370  -0.6706
C2 -2.494 -4.699 -0.690  -0.1146
N3 2.607 2.405 0.583  0.5254
H6 1.973 -3.879 3.685  0.2596
H7 5.876 -0.021 -4.065  0.2076
H8 -2.033 6.851 -1.103  0.2273
H9 1.134 0.269 4.286  0.2405
H10 0.506 -4.058 4.846  0.2395
O11 2.904 -1.562 4.901  -0.3584
S3 -1.922 4.302 1.160  2.4687
O12 1.669 0.880 -3.636  -0.8753
C3 -1.741 -4.220 -2.022  -0.0997
O13 -4.659 -0.246 2.835  -0.3641
O14 1.752 -1.593 -4.107  -0.8255
H11 -0.384 0.524 -0.112  0.2325
O15 -2.716 -4.367 -3.016  -0.6720
C4 -3.261 1.453 2.209  -0.4962
H12 -2.751 -3.719 -0.289  0.1919
C5 -3.587 5.326 -0.447  -0.1014
O16 0.418 -0.931 -1.774  -0.3879
H13 -1.731 -5.049 0.006  0.2094
H14 5.164 0.889 -6.034  0.2145
O17 -2.049 4.498 2.589  -0.8535
C6 0.097 -0.295 0.422  -0.5022
C7 0.931 -4.155 3.847  -0.4902
C8 4.881 0.413 -3.964  -0.1023
C9 2.149 0.359 3.900  -0.4925
O18 -1.157 3.100 0.794  -0.9085
H15 -1.804 5.329 -1.741  0.1953
H16 2.478 1.395 3.820  0.2475
H17 1.215 3.926 0.300  0.2360
H18 0.942 0.229 0.870  0.2256
H19 -3.618 2.023 1.351  0.2335
H20 -0.998 -4.961 -2.317  0.1867
O19 2.928 1.305 0.132  -0.3977
H21 -4.147 4.966 -1.311  0.2183
O20 -4.961 -5.537 -3.268  -0.8457
H22 -4.235 6.031 0.074  0.2071
H23 2.558 3.614 -0.826  0.2371
C10 1.711 3.168 -0.304  -0.4737
H24 2.196 -0.038 2.886  0.2369
H25 3.819 1.790 -5.275  0.1880
H26 -0.501 -0.953 1.053  0.2698
O21 -3.572 -5.552 -1.045  -0.6607
N4 0.606 -1.241 -0.611  0.5337
N5 -3.823 0.141 2.039  0.5259
O22 -0.053 -2.170 3.010  -0.4463
H27 -2.193 1.241 2.175  0.2521
C11 -2.220 5.807 -0.854  -0.1150

As for the SMILES: C[N+](=O)[O-].C[N+](=O)[O-].C[N+](=O)[O-].C[N+](=O)[O-].C[N+](=O)[O-].O=S1(=O)OCCO1.O=S1(=O)OCCO1.O=S1(=O)OCCO1. Its HOMO-LUMO gap is 10.15 eV.

Let's list calculated total energy in order: -27102.7999 -96825.6880 eV.
Let's list energy above the lowest of the compared OMol25 structures with the same formula, charge and spin in order: 158.2 93.1 kcal per mole.
Let's list E_HOMO in order: -1.63 -10.43 eV.